1.
The following is a quantum chemistry calculation of a 4-piece molecular cluster, C4H12O3 overall at a distorted geometry, from the Open Molecules 2025 dataset.

Geometry as XYZ:
```
19
C4H12O3, DFT wB97M-V/def2-TZVPD
O -1.98 -1.70 1.00
O -1.04 0.57 1.67
O -1.53 -0.59 -1.26
C 1.08 -0.99 0.44
C 1.53 2.18 -1.37
C 0.99 1.13 -0.71
C 1.75 0.04 -0.26
H 2.58 2.23 -1.60
H -1.58 0.97 2.36
H -0.06 1.13 -0.48
H 1.44 -1.99 0.22
H 0.03 -0.93 0.20
H 0.89 2.98 -1.72
H -1.78 -1.17 -0.46
H -1.43 -0.34 1.38
H -2.73 -1.88 1.56
H -2.13 -0.85 -1.98
H 1.17 -0.82 1.52
H 2.80 0.01 -0.51
```



2.
The following is a quantum chemistry calculation of a 2-piece molecular cluster, C6H7N overall at a distorted geometry, from the Open Molecules 2025 dataset.

Geometry as XYZ:
```
14
C6H7N, DFT wB97M-V/def2-TZVPD
N -0.40 3.22 -1.00
C -0.33 2.12 -0.64
C 0.89 -1.21 0.37
C -0.19 -1.56 -0.33
C -0.25 0.79 -0.19
C -1.06 -0.38 -0.72
C 0.92 0.28 0.52
H -0.45 -2.58 -0.58
H -2.06 -0.49 -0.28
H -1.20 -0.33 -1.80
H 1.64 -1.86 0.78
H 0.77 0.39 1.99
H 0.06 0.73 1.36
H 1.85 0.84 0.54
```



In order of appearance, energy above the lowest of the compared OMol25 structures with the same formula, charge and spin = 98.9 127.9 kcal/mol.
In order of appearance, energy = -385.16411 -287.38343 a.u..
In order of appearance, HOMO = -0.283 -0.281 Ha.